Entry 1:
18
Properties=species:S:1:pos:R:3 method="wB97M-V/def2-TZVPD" total_energy_ev=-9468.0165 gap_ev=10.151 total_charge=0 de_lowest_ev=0.544 homo_ev=-9.32 e_lumo_ev=0.8
C 0.67 -0.21 -2.38
C -0.15 -0.27 -1.11
C 0.09 -1.25 -0.15
C -0.62 -1.25 1.07
C -1.39 -0.13 1.37
C -1.58 0.90 0.45
C -0.82 0.87 -0.72
H 0.98 -1.27 -2.43
H 0.08 0.08 -3.26
H 1.55 0.42 -2.55
H 0.80 -2.05 -0.27
H -0.36 -2.03 1.76
H -1.90 0.03 2.32
H -2.13 1.79 0.73
H -0.63 1.78 -1.29
O 2.50 1.08 1.37
H 1.95 0.48 1.93
H 2.47 0.61 0.54

***

Entry 2:
18
Properties=species:S:1:pos:R:3 method="wB97M-V/def2-TZVPD" total_energy_ev=-9459.7073 gap_ev=9.664 total_charge=0 de_lowest_ev=8.853 homo_ev=-8.63 e_lumo_ev=1.0
C 1.74 0.44 -0.30
C 0.86 1.42 -0.18
C -0.48 1.03 0.53
C -1.64 0.53 -0.32
C -1.42 -1.04 -0.34
C 0.12 -0.91 -0.01
C 1.57 -1.13 0.23
O -0.16 -0.07 1.13
H 2.77 0.72 -0.73
H 1.09 2.31 -0.39
H -0.83 1.94 1.09
H -2.45 0.72 0.71
H -1.87 0.89 -1.36
H -1.83 -1.89 -0.98
H -1.62 -1.33 0.85
H 0.30 -0.33 -0.77
H 2.04 -2.01 -0.49
H 1.82 -1.27 1.33

***

Entry 3:
19
Properties=species:S:1:pos:R:3 method="wB97M-V/def2-TZVPD" total_energy_ev=-11507.2248 gap_ev=7.786 total_charge=0 de_lowest_ev=8.632 homo_ev=-9.24 e_lumo_ev=-1.4
C -0.79 -0.88 1.54
C -0.25 -0.27 0.27
C -1.34 -0.24 -0.84
C 0.99 -0.90 -0.33
C 2.30 0.09 -0.40
C 1.88 1.35 0.09
C 0.29 1.16 0.54
H -1.57 -0.09 1.89
H -0.06 -1.30 2.32
H -1.56 -1.76 0.95
H -0.66 0.14 -1.66
H -1.76 -1.20 -0.68
H -2.44 1.92 -1.76
H 1.40 -1.72 0.23
H 0.92 -1.21 -1.49
H 3.13 -0.33 -1.01
H 2.56 2.34 0.20
O -2.53 0.70 -0.51
O -0.53 2.20 0.64

***

Entry 4:
20
Properties=species:S:1:pos:R:3 method="wB97M-V/def2-TZVPD" total_energy_ev=-18050.1206 gap_ev=7.356 total_charge=-1 homo_ev=-3.94 e_lumo_ev=3.4
O 1.41 2.06 -1.81
C 0.66 1.14 -1.53
O -0.25 0.69 -2.43
Sb -1.96 -0.19 -1.61
C 0.86 0.51 -0.11
C 1.53 -0.80 -0.06
C 1.69 -1.39 1.28
C 1.19 -0.68 2.45
C 0.54 0.63 2.38
C 0.39 1.23 1.05
H -2.00 0.91 -0.26
H -1.05 -1.41 -0.75
H -1.99 -1.30 -2.99
H -2.97 0.93 -2.54
H -3.44 -0.93 -1.02
H 1.86 -1.29 -1.00
H 2.19 -2.38 1.32
H 1.28 -1.14 3.46
H 0.15 1.17 3.27
H -0.09 2.23 0.90

***

Entry 5:
18
Properties=species:S:1:pos:R:3 method="wB97M-V/def2-TZVPD" total_energy_ev=-18251.3214 gap_ev="9.263 / 6.905" total_charge=0 de_lowest_ev=4.894 homo_ev="-8.52 / -6.95" e_lumo_ev="0.7 / 0.0"
C -1.86 0.13 -0.09
C -2.71 -0.69 -0.72
C -0.52 -1.45 -1.08
C -0.52 -0.36 -0.32
C -1.95 -1.79 -1.41
C 1.83 1.07 2.01
C 1.70 1.41 0.58
S 2.95 0.99 -0.52
H -2.10 1.00 0.48
H -3.78 -0.61 -0.75
H 0.31 -2.03 -1.43
H -2.23 -2.77 -1.03
H -2.12 -1.79 -2.49
H 2.65 0.37 2.17
H 0.91 0.63 2.39
H 2.03 1.97 2.61
H 1.01 2.17 0.26
H 2.35 1.46 -1.62

***

Entry 6:
18
Properties=species:S:1:pos:R:3 method="wB97M-V/def2-TZVPD" total_energy_ev=-18251.9494 gap_ev=9.369 total_charge=0 de_lowest_ev=4.266 homo_ev=-8.44 e_lumo_ev=0.9
C -2.63 0.73 1.43
C -2.23 1.37 0.35
C -1.54 0.07 0.57
C -0.15 -0.19 1.11
C 0.69 -0.86 0.01
C 1.02 -0.12 -1.24
C 2.57 -0.43 -1.29
S 2.60 -1.10 0.38
H -3.35 0.84 2.20
H -2.40 2.41 -0.12
H -1.91 -0.83 -0.14
H 0.28 0.83 1.47
H -0.23 -0.97 1.98
H 0.08 -1.79 -0.18
H 0.73 0.92 -1.16
H 0.32 -0.35 -2.06
H 2.93 -1.08 -2.05
H 3.20 0.55 -1.28

***

Entry 7:
23
Properties=species:S:1:pos:R:3 method="wB97M-V/def2-TZVPD" total_energy_ev=-17642.2116 gap_ev=8.783 total_charge=0 homo_ev=-8.59 e_lumo_ev=0.2
B -3.12 0.42 -0.37
C -3.14 -2.27 -0.14
C 2.43 -0.32 0.48
C -2.61 -1.10 -0.16
C 1.63 0.28 -0.38
C 3.95 -0.56 0.20
C 0.08 0.45 -0.26
C -0.50 -0.83 0.32
O -2.60 1.15 -1.39
O -3.87 0.95 0.65
F 2.11 0.70 -1.60
F -0.41 -0.97 1.69
H -2.75 -3.10 0.37
H -4.04 -2.55 -0.67
H 1.97 -0.67 1.41
H 4.02 -1.56 0.07
H 4.20 0.10 -0.63
H 4.50 -0.28 1.18
H -0.30 0.54 -1.27
H -0.21 1.34 0.30
H -0.19 -1.68 -0.09
H -2.59 2.10 -1.31
H -3.77 1.90 0.69

***

Entry 8:
26
Properties=species:S:1:pos:R:3 method="wB97M-V/def2-TZVPD" total_energy_ev=-31188.4205 gap_ev=9.233 total_charge=-1 homo_ev=-6.87 e_lumo_ev=2.4
C -1.88 1.64 -0.50
C -0.90 0.55 -0.97
C -0.48 -0.37 0.17
I -2.21 -1.57 0.73
C 0.63 -1.35 -0.19
C 0.46 -2.23 -1.42
C 1.88 -2.76 -1.49
O 2.63 -1.52 -1.44
C 1.99 -0.72 -0.51
O 2.49 0.30 -0.11
H -1.82 1.76 0.58
H -2.90 1.33 -0.73
H -1.67 2.59 -0.96
H -1.36 -0.05 -1.75
H 0.01 1.02 -1.35
H -0.23 0.20 1.06
H 0.73 -2.01 0.67
H -0.33 -2.97 -1.42
H 0.32 -1.59 -2.29
H 2.11 -3.26 -0.54
H 2.15 -3.41 -2.31
B -0.32 2.89 2.96
F -0.88 3.59 1.88
F -0.94 3.27 4.15
F -0.52 1.50 2.75
F 1.06 3.14 3.02

***

Entry 9:
27
Properties=species:S:1:pos:R:3 method="wB97M-V/def2-TZVPD" total_energy_ev=-156907.3673 gap_ev=4.798 total_charge=+2 homo_ev=-16.82 e_lumo_ev=-12.0
C 2.92 -1.02 -0.31
C 1.55 -0.82 0.39
P 0.99 0.90 0.06
C 1.12 0.98 -1.83
C -0.83 1.09 0.50
C -0.74 1.41 2.06
Br -1.63 3.02 2.54
O -1.24 0.27 2.76
C -1.40 -0.78 1.92
O -1.24 -1.91 2.16
C -1.83 -0.10 0.61
S -2.25 -1.03 -0.84
O -3.66 -1.14 -1.02
O -1.49 -0.48 -1.97
F -1.61 -2.43 -0.60
H 3.49 -1.80 0.21
H 3.52 -0.10 -0.27
H 2.81 -1.34 -1.35
H 0.82 -1.59 0.10
H 1.70 -0.87 1.48
H 0.76 0.01 -2.28
H 0.54 1.91 -2.12
H 2.14 1.18 -2.17
H -1.28 1.91 -0.06
H 0.32 1.47 2.35
H -2.82 0.33 0.86
Zn -0.63 0.93 -3.19

***

Entry 10:
20
Properties=species:S:1:pos:R:3 method="wB97M-V/def2-TZVPD" total_energy_ev=-78960.9614 gap_ev=8.720 total_charge=+1 de_lowest_ev=1.973 homo_ev=-12.88 e_lumo_ev=-4.2
C -0.53 1.53 1.48
C 0.63 0.82 1.76
C -0.84 1.75 0.19
C 1.40 0.17 0.84
C -0.12 1.20 -0.97
C 0.93 0.19 -0.61
C -1.07 -1.92 -0.24
N 0.29 -1.55 -0.96
Br 2.49 0.16 -1.78
H -1.27 1.81 2.23
H 1.02 0.78 2.72
H -1.84 2.27 0.02
H 2.41 -0.19 1.20
H -0.98 0.81 -1.57
H 0.42 2.04 -1.41
H -1.53 -1.10 0.40
H -1.75 -2.23 -1.07
H -0.97 -2.85 0.31
H 0.32 -1.52 -1.96
H 0.96 -2.17 -0.57

***

Entry 11:
19
Properties=species:S:1:pos:R:3 method="wB97M-V/def2-TZVPD" total_energy_ev=-19954.9806 gap_ev=10.156 total_charge=0 de_lowest_ev=4.449 homo_ev=-9.24 e_lumo_ev=0.9
C -0.64 0.10 -2.49
C -0.61 0.93 -1.15
Cl -1.43 2.52 -1.50
C -0.77 -0.03 0.07
C -0.76 -0.44 1.56
C 0.79 -0.62 1.83
C 1.53 -0.07 0.67
C 0.51 0.85 -0.08
H -1.71 0.04 -2.78
H -0.38 -1.04 -2.52
H -0.29 0.48 -3.43
H -0.22 -0.95 -0.53
H -1.22 0.32 2.13
H -1.41 -1.24 1.94
H 0.98 -1.66 1.88
H 0.91 -0.30 2.95
H 1.75 -0.87 -0.10
H 2.56 0.28 1.03
H 0.40 1.71 0.53

***

Entry 12:
35
Properties=species:S:1:pos:R:3 method="wB97M-V/def2-TZVPD" total_energy_ev=-220318.5935 gap_ev=11.156 total_charge=0 de_lowest_ev=0.068 homo_ev=-10.85 e_lumo_ev=0.3
Cl -1.77 0.56 -2.54
C -3.50 0.46 -2.91
Cl -3.79 -1.03 -3.83
Cl -4.04 1.87 -3.80
H -4.04 0.36 -1.98
Cl 1.76 2.26 0.42
C 0.73 0.94 -0.08
Cl 0.71 -0.34 1.15
Cl 1.30 0.29 -1.62
H -0.31 1.23 -0.22
Cl 4.60 -0.55 -1.23
C 5.06 1.12 -0.89
Cl 5.11 2.06 -2.38
Cl 6.59 1.22 -0.05
H 4.27 1.53 -0.27
Cl 0.08 3.69 -3.24
C -1.36 4.40 -2.50
Cl -1.75 3.54 -1.00
H -1.18 5.44 -2.25
H -2.19 4.36 -3.19
Cl -0.47 -3.28 3.85
C 0.88 -2.24 4.37
Cl 2.22 -3.13 5.12
H 1.25 -1.74 3.49
H 0.48 -1.61 5.16
Cl 1.44 -5.26 0.37
C 0.87 -3.62 0.18
Cl -0.42 -3.49 -1.05
H 0.46 -3.28 1.12
H 1.64 -2.94 -0.16
Cl -4.07 -0.27 0.78
C -2.92 -0.72 2.01
Cl -2.09 0.72 2.68
H -3.40 -1.19 2.86
H -2.14 -1.38 1.65

***

Entry 13:
20
Properties=species:S:1:pos:R:3 method="wB97M-V/def2-TZVPD" total_energy_ev=-11634.4033 gap_ev=9.990 total_charge=+1 de_lowest_ev=4.105 homo_ev=-13.19 e_lumo_ev=-3.2
C -3.24 1.95 0.91
C -3.13 0.84 0.46
C 2.39 0.35 0.12
C 1.44 -0.06 1.31
C 1.96 -0.31 -1.12
C 0.63 -0.99 0.78
C -3.21 -0.37 -0.31
N 0.92 -1.30 -0.62
F -2.03 -0.70 -0.89
H -2.87 2.85 1.33
H 2.46 1.50 0.16
H 3.40 0.15 0.37
H 1.35 0.33 2.37
H -3.86 -0.24 -1.19
H 1.45 0.40 -1.80
H 2.68 -0.83 -1.66
H -0.09 -1.61 1.25
H -3.73 -1.19 0.27
H 0.09 -1.42 -1.22
H 1.10 -2.27 -0.83

***

Entry 14:
22
Properties=species:S:1:pos:R:3 method="wB97M-V/def2-TZVPD" total_energy_ev=-21013.1616 gap_ev=9.213 total_charge=0 de_lowest_ev=0.406 homo_ev=-8.83 e_lumo_ev=0.4
C -0.68 -1.92 1.01
Si -0.72 -1.11 -0.71
C -1.48 -2.26 -2.02
F 0.85 -0.95 -1.14
C -1.47 0.60 -0.63
C -1.32 1.51 -1.55
N -1.33 2.25 -2.50
H -1.62 -2.40 1.25
H 0.10 -2.68 1.05
H -0.47 -1.19 1.79
H -0.74 -2.97 -2.37
H -2.32 -2.82 -1.62
H -1.83 -1.70 -2.88
H -2.05 0.86 0.24
H -0.64 2.98 -2.64
C 3.15 1.47 2.28
C 1.85 1.45 2.01
C 1.31 2.20 0.95
N 0.87 2.83 0.09
H 3.83 2.06 1.69
H 3.56 0.90 3.10
H 1.14 0.87 2.59

***

Entry 15:
29
Properties=species:S:1:pos:R:3 method="wB97M-V/def2-TZVPD" s_squared=2.049 total_energy_ev=-73379.8961 gap_ev="4.332 / 4.241" total_charge=-2 de_lowest_ev=0.425 spin_multiplicity=3 homo_ev="0.06 / 0.14" e_lumo_ev="4.4 / 4.4"
C -1.09 -1.86 -1.10
I -0.42 -2.09 -3.57
H -1.12 -2.94 -1.01
H -0.05 -1.50 -1.25
H -1.94 -1.33 -1.59
C 2.96 0.94 -0.47
C 0.87 0.19 0.00
N 1.60 1.19 -0.57
H 3.97 -0.70 0.63
I -0.55 0.77 3.06
N 1.82 -0.55 0.65
H 3.71 1.58 -0.91
V -1.22 0.60 0.58
C -1.40 -1.49 0.44
O -1.67 -2.29 1.29
C 3.09 -0.17 0.29
C 1.62 -1.64 1.56
H 2.54 -1.85 2.10
H 1.24 -2.56 1.10
H 0.93 -1.35 2.34
C 1.03 2.38 -1.16
H 1.80 2.94 -1.71
H 0.69 3.04 -0.36
H 0.15 2.15 -1.77
O -4.15 2.66 0.78
S -3.93 1.30 0.36
O -4.88 0.68 -0.55
O -2.26 1.52 -0.51
O -3.36 0.38 1.38

***

Entry 16:
29
Properties=species:S:1:pos:R:3 method="wB97M-V/def2-TZVPD" total_energy_ev=-39912.3484 gap_ev=8.923 total_charge=+1 homo_ev=-12.12 e_lumo_ev=-3.2
Mg 0.04 0.73 -0.08
O 1.35 1.33 -3.83
C 0.93 1.32 -2.57
O 0.65 0.32 -1.94
C 0.77 2.74 -2.03
O 0.77 2.69 -0.63
C -0.20 3.67 -0.04
C -1.54 3.04 0.17
O -2.40 3.77 0.63
O -1.67 1.76 -0.08
H 1.35 0.43 -4.20
H -0.21 2.97 -2.44
H 1.47 3.41 -2.49
H -0.28 4.59 -0.58
H 0.23 3.85 0.96
C -0.60 -4.35 0.77
C -0.08 -3.26 1.64
N 0.58 -3.45 2.72
N 0.93 -2.21 3.10
C 0.54 -1.23 2.29
S 0.69 0.46 2.28
N -0.06 -1.95 1.29
N -0.54 -1.34 0.09
H -0.78 -5.27 1.35
H 0.08 -4.61 -0.06
H -1.62 -4.10 0.39
H 1.43 -2.01 3.93
H -0.25 -1.89 -0.72
H -1.56 -1.40 0.06

***

Entry 17:
19
Properties=species:S:1:pos:R:3 method="wB97M-V/def2-TZVPD" total_energy_ev=-8919.5614 gap_ev=9.376 total_charge=0 de_lowest_ev=8.167 homo_ev=-8.34 e_lumo_ev=1.0
C 0.00 -0.90 -1.35
C -0.44 0.75 -1.63
C -0.28 1.76 -0.63
C -0.07 1.78 0.85
C 0.36 0.17 0.91
C 0.77 -1.39 1.09
C -0.32 -1.46 0.08
H -0.51 -1.54 -2.12
H 1.16 -0.90 -1.53
H -0.56 0.80 -2.80
H -0.31 2.77 -0.96
H 0.80 2.44 1.14
H -1.04 2.03 1.43
H 1.03 0.43 0.03
H 0.49 -1.51 2.31
H 1.83 -1.78 0.96
H -0.68 -2.36 0.00
H -1.21 -0.68 1.56
N -1.03 -0.39 0.66

***

Entry 18:
19
Properties=species:S:1:pos:R:3 method="wB97M-V/def2-TZVPD" total_energy_ev=-8923.3823 gap_ev=9.443 total_charge=0 de_lowest_ev=4.346 homo_ev=-8.29 e_lumo_ev=1.1
C -2.48 0.07 1.22
C -1.41 -0.75 1.21
C -0.03 -0.41 0.76
C 0.47 -1.35 -0.40
C 1.32 -0.53 -1.44
N 1.54 0.65 -0.62
C 1.21 1.99 -0.23
C 0.21 0.90 -0.05
H -3.48 -0.31 1.47
H -2.45 1.13 0.95
H -1.53 -1.80 1.52
H 0.67 -0.47 1.62
H 1.03 -2.18 0.02
H -0.41 -1.78 -0.88
H 0.77 -0.27 -2.35
H 2.30 -0.97 -1.64
H 1.00 2.75 -0.99
H 1.88 2.25 0.59
H -0.61 1.07 -0.77

***

Entry 19:
19
Properties=species:S:1:pos:R:3 method="wB97M-V/def2-TZVPD" total_energy_ev=-8922.5903 gap_ev=9.467 total_charge=0 de_lowest_ev=5.138 homo_ev=-8.43 e_lumo_ev=1.0
N -0.08 -2.00 -0.81
C -0.02 -0.65 -0.37
C -0.38 0.54 -1.33
C -0.28 1.49 -0.21
C 0.85 1.10 0.95
C 1.42 -0.10 0.26
C -0.61 0.93 1.09
C -1.09 -0.52 0.73
H -0.09 -2.47 0.05
H 0.57 -2.31 -1.62
H 0.24 0.51 -2.43
H -1.41 0.31 -1.79
H -0.34 2.53 -0.43
H 1.67 1.73 1.62
H 2.31 -0.20 -0.44
H 1.26 -1.10 0.88
H -1.01 1.93 1.63
H -0.90 -1.19 1.64
H -2.12 -0.52 0.58

***

Entry 20:
19
Properties=species:S:1:pos:R:3 method="wB97M-V/def2-TZVPD" total_energy_ev=-8925.7110 gap_ev=9.409 total_charge=0 de_lowest_ev=2.018 homo_ev=-8.21 e_lumo_ev=1.2
C 1.77 3.72 -1.18
C 0.80 2.85 -0.94
C 1.05 1.43 -0.68
C 0.14 0.61 -0.15
C 0.39 -0.81 0.24
C -0.83 -1.71 0.17
C -1.19 -2.46 1.21
N -2.33 -3.27 1.28
H 2.83 3.46 -1.21
H 1.62 4.77 -1.38
H -0.24 3.13 -0.91
H 2.02 0.99 -0.86
H -0.82 1.06 0.06
H 1.18 -1.24 -0.37
H 0.75 -0.87 1.26
H -1.47 -1.80 -0.69
H -0.61 -2.41 2.13
H -2.16 -4.22 1.56
H -2.92 -3.22 0.47